[1]
99
Properties=species:S:1:pos:R:3:forces:R:3:lowdin_spin:R:1 method="wB97M-V/def2-TZVPD" fmax_ev_per_a=3.0 homo_ev="-12.368 / -12.373" spin_multiplicity=3 gap_ha="0.2477 / 0.1395" lumo_ev="-5.6263 / -8.5781" total_charge=+2
W 0.579 -0.670 1.017 -1.829 -0.099 -0.293 0.710
Cl 0.057 -2.945 0.637 -0.168 -0.893 0.191 0.081
P -1.619 -0.923 2.402 0.168 -0.676 0.331 -0.004
P 2.993 -0.780 1.053 0.401 -0.681 0.691 0.030
P -2.055 -0.543 -4.666 0.879 -0.563 2.783 0.441
P 0.194 3.991 1.059 0.076 -0.848 0.694 0.022
F 1.484 -3.886 5.309 0.761 0.650 0.210 0.000
F 4.302 -1.170 6.741 -0.494 0.536 -1.141 0.000
F 0.691 0.157 6.278 0.245 -0.733 0.110 0.000
F 4.455 -0.961 4.566 -0.676 0.171 0.590 0.000
F 0.204 -1.917 6.790 0.797 0.780 -0.270 0.000
F 3.626 -3.542 5.030 -0.856 0.384 0.393 0.000
F 3.406 0.572 5.730 0.167 -0.888 -0.216 0.000
F 1.870 -0.897 7.806 -0.810 0.014 -1.107 0.000
F 2.740 -3.360 7.040 -0.234 0.009 -1.340 0.000
O 1.717 -1.356 4.255 -0.388 0.396 -1.553 0.003
O 1.211 2.519 -1.602 -0.672 -0.709 0.414 0.004
C 1.158 -0.740 -0.834 -1.702 -0.101 -2.372 -0.005
C -2.412 0.755 -3.474 0.019 0.556 0.202 0.054
C 1.902 0.155 -6.905 -0.870 -0.174 0.062 0.016
C -1.752 -3.275 -3.614 0.073 -0.343 -0.488 0.022
C -4.367 -3.717 -4.516 -0.131 -0.013 0.146 -0.004
C 3.463 0.552 2.140 0.868 0.352 0.266 0.021
C -0.379 -0.648 -6.686 -0.223 0.375 0.399 0.031
C 1.547 4.856 0.331 0.477 0.522 -0.472 0.004
C -3.070 -1.683 1.619 -0.156 -0.017 -0.396 -0.001
C -2.912 3.139 -3.359 0.351 -0.084 0.036 -0.007
C -2.271 0.531 3.240 -0.237 0.540 0.041 -0.002
C -2.535 -2.159 -4.017 -0.882 -0.610 0.078 0.068
C 3.990 -0.584 -0.444 -0.288 0.068 -0.403 -0.002
C 0.322 1.290 1.648 0.807 1.057 -1.324 0.002
C -3.184 0.563 -2.298 -0.348 -0.068 -0.194 0.046
C 0.355 0.326 -0.749 2.064 -0.098 1.862 -0.014
C 0.210 1.824 -0.795 -0.307 -0.071 -0.923 0.012
C -3.528 -4.819 -4.317 -0.195 0.884 -0.359 0.045
C 2.523 -3.111 5.711 0.112 -0.091 0.779 0.000
C 1.951 0.265 -5.514 -0.104 -0.078 0.381 0.006
C 0.308 2.251 0.661 -0.394 -0.064 0.753 0.113
C 0.834 -0.016 -4.698 0.104 0.314 -0.171 0.018
C 3.619 -0.773 5.629 0.321 -0.331 0.873 0.000
C -1.342 4.667 0.452 -0.418 0.371 -0.124 0.008
C -3.914 -2.423 -4.279 0.479 0.203 -0.654 0.057
C -3.807 2.915 -2.310 -0.129 -0.277 -0.396 0.061
C -2.162 2.089 -3.893 -0.504 -0.131 -0.220 0.055
C -0.394 -0.410 -5.289 1.008 -0.317 -1.214 0.065
C 0.304 4.085 2.849 -0.108 0.245 0.374 0.000
C 1.241 -1.044 6.602 0.484 -0.312 0.717 0.000
C 2.229 -1.553 5.432 0.408 -0.231 1.132 0.000
C 3.313 -2.421 1.736 0.558 -0.339 0.171 0.008
C -2.258 -4.579 -3.789 0.239 0.310 0.292 0.015
C 0.715 -0.316 -7.471 0.182 -0.097 -0.257 -0.001
C -3.894 1.637 -1.747 0.285 -0.113 -0.003 -0.003
C -1.168 -2.032 3.750 -0.098 -0.328 0.348 0.001
H 3.764 -1.401 -1.137 0.221 0.014 0.164 0.000
H 0.607 -0.406 -8.545 0.183 -0.120 0.044 0.000
H 0.308 5.131 3.187 -0.019 -0.265 -0.142 0.000
H -1.629 0.798 4.085 -0.051 -0.123 -0.032 0.000
H -1.650 -5.449 -3.547 0.080 0.355 0.128 0.001
H 1.236 3.605 3.182 -0.227 0.195 -0.162 0.000
H -4.485 3.713 -1.992 0.376 -0.281 0.036 0.003
H -1.443 2.273 -4.699 -0.471 -0.029 0.084 0.001
H -1.260 5.759 0.357 -0.096 -0.298 0.040 0.001
H 2.783 -3.187 1.147 0.262 0.397 0.058 0.001
H -5.366 -3.837 -4.929 0.079 -0.102 0.320 -0.001
H -2.839 4.126 -3.811 0.128 -0.111 0.172 -0.001
H -3.835 -1.906 2.375 0.263 0.095 -0.161 0.000
H 2.942 -2.477 2.777 0.157 0.256 -0.399 0.000
H -1.570 4.237 -0.529 0.107 0.126 0.064 0.001
H -2.069 -2.513 4.151 0.125 0.135 0.024 0.000
H 5.063 -0.558 -0.230 -0.241 -0.058 0.104 0.000
H 2.446 4.764 0.937 -0.005 -0.077 0.116 0.000
H 2.745 0.420 -7.547 -0.258 -0.076 0.372 0.001
H 1.324 5.915 0.193 -0.009 -0.028 0.088 0.000
H -3.254 -0.427 -1.825 -0.136 0.362 -0.494 0.001
H -2.172 4.422 1.125 0.201 0.025 -0.050 0.000
H 3.113 1.497 1.720 0.076 -0.094 -0.126 0.000
H -3.866 -5.816 -4.612 0.224 0.329 0.322 0.002
H 0.332 1.574 2.687 -0.114 0.312 0.316 0.000
H 1.741 4.397 -0.638 0.010 0.130 0.003 0.000
H -3.290 0.353 3.600 0.200 -0.013 0.040 0.000
H 1.050 2.395 -2.553 -0.152 -0.096 0.446 0.001
H 0.958 0.048 -3.612 -0.259 0.151 -0.349 0.000
H 2.896 0.598 -5.077 -0.412 -0.203 0.143 0.001
H -0.538 3.560 3.322 0.191 0.217 -0.182 0.000
H -0.800 2.041 -1.187 0.175 0.202 0.051 0.003
H 4.557 0.569 2.204 -0.103 0.135 0.263 0.003
H -2.287 1.382 2.555 -0.122 -0.002 -0.016 -0.001
H -2.786 -2.606 1.104 0.017 0.157 0.180 0.000
H -1.279 -1.049 -7.151 0.179 0.212 -0.097 0.006
H 3.687 0.343 -0.941 0.180 0.006 0.091 0.000
H 3.019 0.416 3.127 0.017 -0.177 -0.072 0.001
H 1.492 -1.460 -1.578 0.579 0.431 0.038 0.001
H -0.470 -2.804 3.420 -0.142 0.082 -0.009 0.000
H -3.492 -0.997 0.874 0.009 -0.080 0.141 0.000
H -4.568 1.475 -0.906 0.262 -0.059 -0.139 -0.001
H 4.400 -2.605 1.695 -0.344 -0.046 0.177 0.001
H -0.649 -1.466 4.528 -0.125 -0.097 -0.157 0.000
H -4.589 -1.573 -4.411 0.139 -0.305 -0.263 0.002
H -0.767 -3.159 -3.144 -0.267 0.056 -0.607 0.000

---

[2]
14
Properties=species:S:1:pos:R:3:forces:R:3:mulliken_charge:R:1 method="wB97M-V/def2-TZVPD" fmax_ev_per_a=7.4 homo_ev=-9.495 e_above_lowest_ev=6.111 gap_ha=0.3762 smiles=C[C@@H]1Nc2n[nH]nc21 lumo_ev=0.7403 total_charge=0
N 1.662 -1.199 0.076 2.904 -2.555 1.141 -0.616
N 2.654 -0.268 0.123 1.379 -0.581 -2.215 0.151
N 2.277 1.012 -0.109 -2.545 0.062 0.265 -0.602
N -0.345 1.611 0.270 1.318 -4.937 0.697 -0.542
C -0.845 -0.090 0.473 2.612 1.320 0.106 0.013
C 0.636 -0.503 -0.002 -5.571 4.922 0.175 0.251
C -1.976 -0.559 -0.336 -2.354 2.550 1.731 -0.738
C 0.901 0.873 -0.141 2.675 0.430 0.754 0.397
H -0.911 1.835 -0.519 -0.176 0.571 -0.985 0.266
H 3.553 -0.629 -0.296 -1.197 0.996 0.851 0.280
H -1.909 0.164 -1.324 -0.722 -3.025 1.830 0.282
H -1.756 -1.651 -0.155 -1.083 0.696 -1.752 0.288
H -3.007 -0.260 0.413 2.719 -0.908 -2.819 0.204
H -0.936 -0.335 1.525 0.040 0.457 0.221 0.366

---

[3]
27
Properties=species:S:1:pos:R:3:forces:R:3:lowdin_spin:R:1 method="wB97M-V/def2-TZVPD" fmax_ev_per_a=2.8 homo_ev="0.001 / -3.617" spin_multiplicity=3 e_above_lowest_ev=0.113 gap_ha="0.0960 / 0.2239" lumo_ev="2.6128 / 2.4748" total_charge=-1
Ti 0.307 1.047 -2.235 -1.027 -0.874 -0.230 1.123
N 2.143 1.060 -0.715 0.875 -0.262 0.583 0.011
N 1.169 -0.469 -3.435 1.145 -1.263 -0.686 0.027
C -0.821 -0.705 4.295 0.345 -0.072 0.772 0.161
C -0.513 -0.604 1.516 0.253 0.168 -1.126 0.122
C -1.790 -0.063 3.504 -0.003 -0.155 -0.571 0.032
C -0.364 -0.432 0.145 -0.404 -0.691 0.170 0.137
C 0.441 -1.289 2.307 0.402 -0.271 1.243 0.095
C -1.653 -0.042 2.127 -0.811 0.437 1.253 0.092
C -0.463 -0.360 -1.100 0.673 -0.912 1.351 0.101
C 0.304 -1.311 3.690 -0.501 0.118 -0.570 0.024
C -1.502 0.777 -3.244 -0.299 1.494 -0.798 0.008
H -1.497 1.342 -4.187 -0.356 -0.133 -0.475 0.008
H 1.166 -1.228 -2.742 -0.168 0.294 -0.264 0.009
H 0.892 2.499 -1.832 0.147 2.831 0.032 0.003
H 0.553 -0.760 -4.206 0.510 0.343 0.486 0.002
H -0.949 -0.755 5.381 0.099 0.074 -0.343 0.014
H 1.878 0.381 -0.009 -0.196 -0.399 0.056 0.003
H -2.419 0.414 1.499 0.263 -0.045 0.138 0.007
H -2.034 -0.173 -3.314 -0.043 0.325 0.067 0.003
H -2.656 0.405 3.974 0.139 -0.158 -0.095 -0.001
H 1.276 -1.803 1.828 -0.137 0.210 0.060 0.010
H 3.044 0.765 -1.095 -0.062 0.190 0.219 0.002
H 1.047 -1.806 4.314 -0.097 -0.017 -0.116 -0.002
H 2.134 -0.321 -3.746 -0.498 -0.239 -0.223 0.008
H 2.289 1.931 -0.188 -0.107 -0.356 -0.732 0.001
H -1.981 1.499 -2.529 -0.144 -0.635 -0.201 0.000

---

Computed values of electronic energy (unit: a.u.) for the preceding records, in sequence: -4340.7235 -374.8368 -1310.7343.